C26H71N11O12Zn2 as an isolated structure in a non-equilibrium geometry. Source: OMol25; level of theory: the ωB97M-V functional and the def2-TZVPD basis.

Summary:
* ⟨S²⟩: 0.75
* E: -165898.722 eV
* gap between HOMO and LUMO (spin up / spin down): 4.615 / 6.841 eV
* charge: +1
* HOMO energy (spin up / spin down): -8.19 / -10.57 eV
* multiplicity: 2

Each line ends with the Mulliken charge.
CARTESIAN COORDINATES (ANGSTROEM)
Zn  0.62  -3.56  -0.09  0.19
Zn  -2.25  -2.59  -2.19  -0.04
C  -1.22  -1.78  0.01  1.60
O  -0.17  -1.67  0.64  -0.54
O  -1.70  -1.08  -0.95  0.11
O  -1.26  -2.88  -0.45  -1.61
C  -4.16  -0.06  -3.49  0.60
O  -3.48  -0.98  -3.12  -0.59
N  -4.42  0.26  -4.76  -0.51
N  -4.62  0.90  -2.75  -0.41
H  -4.87  1.10  -5.10  0.15
H  -3.92  -0.30  -5.44  0.26
H  -5.14  1.64  -3.19  0.18
H  -4.30  0.91  -1.80  0.23
C  -0.62  0.98  -4.93  0.56
O  -0.60  0.54  -6.09  -0.72
N  -0.42  0.23  -3.85  0.53
N  -0.92  2.18  -4.60  -0.31
H  -0.90  0.53  -3.01  -0.65
H  -0.20  -0.75  -3.98  0.04
H  -1.68  2.61  -5.11  0.23
H  -0.84  2.38  -3.62  0.17
C  -0.54  -0.44  3.91  0.45
O  -0.58  -0.19  5.01  -0.62
N  -1.16  0.22  2.98  -0.06
N  0.10  -1.55  3.45  0.21
H  -1.85  0.91  3.23  0.19
H  -0.94  -0.02  2.02  -0.43
H  0.62  -2.19  4.02  0.02
H  0.10  -1.56  2.44  0.12
C  -2.52  8.46  2.78  -0.67
O  -2.35  8.67  1.37  -0.39
C  -1.05  8.26  0.98  -0.85
C  -0.73  6.76  1.11  -0.35
N  0.30  6.32  0.14  -0.41
C  0.84  5.10  0.52  -0.78
C  -0.09  3.94  0.56  -0.31
O  0.26  3.02  -0.54  -0.39
C  -0.50  1.82  -0.51  1.18
H  -2.50  7.40  3.04  0.22
H  -3.51  8.69  3.16  0.27
H  -1.74  9.03  3.28  0.31
H  -0.34  8.87  1.54  0.44
H  -1.02  8.65  -0.04  0.37
H  -1.69  6.25  1.07  0.29
H  -0.27  6.61  2.08  0.36
H  0.98  7.06  0.13  0.31
H  1.34  5.14  1.48  0.53
H  1.64  4.77  -0.15  0.39
H  -1.12  4.27  0.45  0.45
H  -0.01  3.52  1.57  0.10
H  -0.22  1.17  -1.34  -1.31
H  -1.50  2.12  -0.81  0.51
H  -0.41  1.29  0.44  -0.10
C  -5.11  -2.16  -0.24  -1.15
C  -4.72  -3.63  -0.75  0.33
C  -5.91  -4.58  -0.78  -1.07
O  -5.81  -5.93  -1.28  -0.35
C  -5.16  -6.86  -0.39  -0.71
N  -4.09  -3.55  -2.08  -0.23
H  -4.17  -1.63  -0.13  0.08
H  -5.75  -2.12  0.64  0.49
H  -5.73  -1.59  -0.94  0.29
H  -4.02  -4.10  -0.06  0.26
H  -6.75  -4.30  -1.42  0.38
H  -6.43  -4.43  0.17  0.48
H  -5.60  -6.74  0.60  0.35
H  -4.15  -6.60  -0.10  0.24
H  -5.28  -7.89  -0.74  0.29
H  -4.17  -4.50  -2.44  0.31
H  -4.92  -3.17  -2.50  0.41
C  4.49  -3.73  0.52  -1.30
C  3.37  -3.86  1.59  0.28
C  3.74  -3.41  3.04  -0.76
O  2.55  -3.06  3.83  -0.30
C  2.26  -3.98  4.83  -0.84
N  2.21  -3.08  1.18  0.14
H  4.36  -4.38  -0.35  0.28
H  5.51  -3.81  0.89  0.52
H  4.60  -2.66  0.31  0.22
H  3.17  -4.93  1.60  0.46
H  4.22  -2.46  2.79  0.21
H  4.45  -3.95  3.68  0.52
H  2.03  -5.02  4.64  0.31
H  1.39  -3.63  5.38  0.27
H  3.16  -4.00  5.45  0.38
H  2.61  -2.16  1.10  -0.41
H  1.81  -2.90  2.09  0.77
C  4.99  1.26  1.10  -1.59
C  3.67  0.61  1.61  0.22
C  2.61  1.65  2.05  0.81
O  3.15  2.59  3.00  -0.45
C  2.21  3.22  3.91  -0.53
N  3.10  -0.27  0.60  0.48
H  5.62  1.88  1.74  0.34
H  4.68  1.74  0.17  0.33
H  5.71  0.48  0.85  0.39
H  3.89  -0.08  2.41  0.27
H  1.75  1.19  2.53  -0.42
H  2.14  2.22  1.25  -0.11
H  1.46  3.77  3.35  0.09
H  2.89  3.72  4.59  0.29
H  1.65  2.45  4.45  0.28
H  2.20  -0.66  0.85  -0.27
H  3.13  -0.05  -0.38  0.21
C  2.90  -3.37  -3.37  -1.77
C  2.79  -2.30  -2.27  1.16
C  2.87  -0.88  -2.84  -1.38
O  2.63  0.10  -1.85  -0.05
C  2.85  1.37  -2.35  -0.86
N  1.45  -2.57  -1.75  0.23
H  2.21  -3.19  -4.19  0.52
H  2.58  -4.33  -2.98  0.43
H  3.89  -3.37  -3.84  0.40
H  3.50  -2.57  -1.49  -0.62
H  2.17  -0.85  -3.66  0.35
H  3.82  -0.79  -3.37  0.65
H  3.89  1.69  -2.47  0.32
H  2.42  2.03  -1.60  0.15
H  2.33  1.61  -3.28  0.28
H  1.13  -1.61  -1.79  -0.18
H  1.04  -2.90  -2.61  0.35